The following is a quantum chemistry calculation of a cluster of 2 separate species, C4H13NOS in total, from OMol25.

Geometry as XYZ:
```
20
Properties=species:S:1:pos:R:3:nbo_charge:R:1
C -1.157 -2.041 0.303 -0.483
N -0.379 -0.823 0.415 -0.692
C -0.517 0.067 -0.735 -0.079
C 0.330 -0.570 -1.911 -0.584
S 0.649 0.483 -3.423 -0.163
C -0.091 1.491 -0.447 -0.752
H -0.869 -2.720 -0.521 0.151
H -2.216 -1.846 0.130 0.179
H -1.032 -2.594 1.227 0.196
H 0.609 -1.049 0.494 0.306
H -1.539 0.040 -1.118 0.174
H -0.228 -1.362 -2.394 0.204
H 1.270 -0.850 -1.441 0.192
H -0.245 1.391 -3.058 0.104
H -0.130 2.119 -1.325 0.190
H 0.888 1.547 0.008 0.186
H -0.731 1.923 0.329 0.210
H 2.523 1.388 4.666 0.396
H 1.248 1.733 3.953 0.391
O 1.617 1.672 4.849 -1.126
```

The spin multiplicity is 2. As for the relative energy (zero: lowest compared OMol25 entry of this formula, charge and spin): 0.911 eV. The value obtained for the orbital gap (alpha / beta) is 1.876 / 8.562 eV. The calculation puts the highest occupied orbital energy (alpha / beta) at 1.1 / -5.7 eV. As for the total charge: -1. The expectation value of S² is 0.750.